(1)
The molecule C21H19NO5S. Source: OMol25; level of theory: ωB97M-V with the def2-TZVPD basis set.

## Properties
- gap between HOMO and LUMO (eV) = 9.88
- relative energy (zero: lowest compared OMol25 entry of this formula, charge and spin) (eV) = 0.000
- multiplicity = 1
- net charge = 0
- highest occupied orbital energy (eV) = -9.3
- SMILES = Cc1ccc(S(=O)(=O)Oc2ccccc2N2C(=O)[C@H]3CC=CC[C@H]3C2=O)cc1
- strongest force on any atom (eV Å⁻¹) = 1.154

Each line ends with the natural charge from an NBO analysis.
CARTESIAN COORDINATES (ANGSTROEM)
C  -1.52520  1.59379  4.10121  -0.637
C  -1.75944  1.31275  2.65191  0.016
C  -1.47671  2.26804  1.68101  -0.177
C  -1.64640  1.97998  0.33695  -0.207
C  -2.11715  0.73594  -0.02508  -0.373
S  -2.26539  0.33744  -1.74905  2.389
O  -2.29082  1.52210  -2.53757  -0.906
O  -3.27485  -0.65669  -1.93775  -0.921
O  -0.80053  -0.32246  -2.01097  -0.696
C  -0.52980  -1.53465  -1.42971  0.341
C  -1.20426  -2.68935  -1.79716  -0.254
C  -0.91891  -3.88472  -1.15890  -0.195
C  0.03662  -3.93786  -0.15800  -0.210
C  0.72804  -2.79446  0.20198  -0.180
C  0.44676  -1.59421  -0.43014  0.081
N  1.13792  -0.40705  -0.08216  -0.511
C  1.16111  0.11796  1.19022  0.738
O  0.65342  -0.38799  2.15734  -0.584
C  1.94285  1.41844  1.15122  -0.309
C  3.13843  1.31077  2.11854  -0.441
C  4.20513  0.44302  1.52604  -0.201
C  4.55874  0.63228  0.26441  -0.175
C  3.86827  1.69712  -0.53017  -0.446
C  2.34806  1.59418  -0.31187  -0.307
C  1.84185  0.34571  -1.01474  0.727
O  2.04323  0.01846  -2.14819  -0.550
C  -2.41743  -0.22753  0.91692  -0.165
C  -2.23629  0.06552  2.25562  -0.191
H  -1.33560  2.64965  4.27474  0.214
H  -2.38055  1.28343  4.69709  0.224
H  -0.66028  1.02226  4.43600  0.237
H  -1.12195  3.24432  1.97989  0.207
H  -1.43432  2.69875  -0.43877  0.243
H  -1.96113  -2.62615  -2.56163  0.247
H  -1.45099  -4.77868  -1.44573  0.221
H  0.25097  -4.87099  0.33958  0.220
H  1.47816  -2.81836  0.97675  0.230
H  1.27981  2.21475  1.49928  0.247
H  3.54025  2.31368  2.29136  0.219
H  2.78506  0.91470  3.07081  0.236
H  4.65693  -0.31439  2.14646  0.214
H  5.31745  0.03794  -0.21850  0.215
H  4.20931  2.68344  -0.20183  0.218
H  4.07803  1.59540  -1.59461  0.243
H  1.85972  2.45754  -0.77203  0.246
H  -2.79155  -1.18427  0.58862  0.243
H  -2.45249  -0.68089  3.00387  0.221

(2)
The molecule C17H21NO4S. Source: OMol25; level of theory: ωB97M-V with the def2-TZVPD basis set.

## Properties
- gap between HOMO and LUMO (eV) = 8.33
- relative energy (zero: lowest compared OMol25 entry of this formula, charge and spin) (eV) = 1.863
- multiplicity = 1
- net charge = 0
- highest occupied orbital energy (eV) = -8.6
- SMILES = CC(=O)c1ccc(S(=O)(=O)N(C)[C@H](C)CCc2ccco2)cc1
- strongest force on any atom (eV Å⁻¹) = 1.168

Each line ends with the natural charge from an NBO analysis.
CARTESIAN COORDINATES (ANGSTROEM)
C  -6.81399  -0.78552  1.12262  -0.719
C  -5.89569  -0.86383  -0.06949  0.574
O  -6.22854  -1.40273  -1.09950  -0.526
C  -4.54802  -0.23861  0.07092  -0.148
C  -3.77037  -0.11963  -1.08381  -0.151
C  -2.51393  0.45094  -1.02951  -0.215
C  -2.02979  0.89933  0.18513  -0.230
S  -0.38868  1.62633  0.23597  2.322
O  -0.10390  1.97617  1.60093  -0.947
O  -0.30862  2.64943  -0.76410  -0.939
N  0.53126  0.34584  -0.26118  -0.713
C  0.62469  -0.74351  0.68076  -0.435
C  1.51274  0.57011  -1.30972  -0.034
C  2.04693  -0.74558  -1.86555  -0.619
C  2.61819  1.55742  -0.88573  -0.403
C  3.32173  1.26533  0.44603  -0.466
C  4.22418  0.07939  0.40379  0.293
C  5.36971  -0.15672  -0.29865  -0.323
C  5.80264  -1.45713  0.06159  -0.306
C  4.89311  -1.91733  0.95875  0.068
O  3.93372  -0.99573  1.17279  -0.420
C  -2.78020  0.78791  1.33949  -0.212
C  -4.04227  0.22180  1.28578  -0.186
H  -6.40509  -1.37183  1.94298  0.233
H  -6.92321  0.24536  1.45048  0.231
H  -7.78676  -1.18781  0.85176  0.242
H  -4.18061  -0.48228  -2.01464  0.242
H  -1.90325  0.56272  -1.91104  0.233
H  0.13326  -0.42294  1.59803  0.227
H  1.65412  -1.00417  0.91731  0.225
H  0.11071  -1.62916  0.29386  0.195
H  0.95328  1.07465  -2.10808  0.221
H  2.66245  -0.54060  -2.73743  0.224
H  2.65232  -1.27570  -1.13877  0.214
H  1.22253  -1.38740  -2.16588  0.213
H  3.35909  1.60599  -1.68583  0.207
H  2.14439  2.53611  -0.79660  0.232
H  3.92136  2.14415  0.69914  0.234
H  2.57898  1.13602  1.23381  0.237
H  5.84891  0.51141  -0.98431  0.226
H  6.67084  -1.97043  -0.29752  0.228
H  4.81438  -2.83959  1.49882  0.204
H  -2.36263  1.15482  2.26420  0.245
H  -4.62000  0.13698  2.19239  0.221

(3)
C27H52MoP2Si as an isolated structure. Source: OMol25; level of theory: ωB97M-V with the def2-TZVPD basis set.

## Properties
- gap between HOMO and LUMO (alpha / beta) (eV) = 5.62 / 5.78
- relative energy (zero: lowest compared OMol25 entry of this formula, charge and spin) (eV) = 5.691
- multiplicity = 3
- net charge = +2
- highest occupied orbital energy (alpha / beta) (eV) = -12.3 / -12.2
- strongest force on any atom (eV Å⁻¹) = 4.871

Each line ends with the Mulliken spin population.
CARTESIAN COORDINATES (ANGSTROEM)
Mo  -1.18950  2.21009  0.25486  0.943
C  0.90000  -0.97390  2.97099  0.290
C  -0.49783  -1.22578  2.94432  0.078
C  0.55777  -2.83667  1.66040  0.189
C  1.54958  -1.94356  2.14618  0.061
C  -0.71440  -2.37588  2.14065  0.201
C  1.57012  0.06688  3.76725  -0.019
H  0.83162  0.77719  4.14425  -0.002
H  2.28499  0.62398  3.15717  0.015
H  2.14566  -0.31631  4.62631  0.022
C  3.00912  -2.06657  2.00775  0.017
H  3.50963  -1.09610  1.91592  -0.003
H  3.33706  -2.67470  1.16143  0.001
H  3.41233  -2.54957  2.90813  0.002
C  0.77423  -4.16506  1.03774  0.033
H  0.42989  -4.92763  1.75906  0.007
H  1.83702  -4.35456  0.83375  0.001
H  0.20753  -4.32078  0.10030  0.005
C  -2.02652  -3.04692  1.97328  -0.001
H  -2.21237  -3.78586  2.77855  0.024
H  -2.11140  -3.58737  1.01863  0.004
H  -2.83496  -2.30505  2.01474  0.006
C  -1.56495  -0.44317  3.62909  0.021
H  -1.86483  -0.86034  4.60285  -0.004
H  -2.47642  -0.40647  3.00945  0.000
H  -1.24368  0.59374  3.81742  -0.001
C  -1.03308  3.76386  -1.03375  -0.012
C  -0.91076  4.20689  0.35509  -0.048
C  -2.02293  4.45021  1.31214  -0.041
C  -3.26260  3.49660  1.36816  -0.009
C  -3.09061  2.10405  0.81084  -0.037
C  -2.99212  1.68577  -0.59402  0.063
C  -3.24563  2.62870  -1.72487  -0.004
C  -2.33622  3.87397  -1.81161  0.043
H  -2.41562  5.46734  1.24280  -0.006
H  -4.14520  4.00751  0.96995  -0.002
H  -1.57250  4.44898  2.31374  0.004
H  -2.93311  4.75574  -1.54659  -0.002
H  -0.14111  3.77437  -1.70393  0.011
H  0.09835  4.45241  0.73421  0.017
H  -2.11291  4.02131  -2.88251  -0.004
H  -3.16211  2.04209  -2.65284  -0.004
H  -3.34327  0.67589  -0.81058  0.004
H  -4.29607  2.95151  -1.69445  -0.002
H  -3.47682  3.39151  2.44781  -0.003
H  -3.37298  1.29219  1.49316  0.025
P  1.71855  0.72167  -0.91815  -0.136
P  -1.19507  -1.97119  -1.12408  0.041
C  0.15559  0.62158  -1.95839  0.127
C  -0.65617  -0.65424  -2.33125  0.008
H  0.49068  1.04629  -2.92443  0.002
H  -0.59160  1.38417  -1.53407  -0.087
H  -1.63268  -0.30966  -2.71890  0.002
H  -0.19613  -1.19656  -3.18219  0.000
C  -0.96187  -3.46906  -2.15742  0.006
H  -1.08913  -4.35054  -1.50670  0.000
H  0.04177  -3.47102  -2.60621  0.000
H  -1.74251  -3.45765  -2.93553  0.000
C  -3.03957  -1.92046  -1.24923  0.001
H  -3.37139  -1.58845  -2.24582  0.000
H  -3.46533  -1.24840  -0.49032  -0.002
H  -3.44778  -2.93147  -1.07038  -0.001
C  2.63513  2.24921  -1.37080  0.008
H  3.30863  2.51167  -0.53777  -0.001
H  1.91862  3.06928  -1.48027  -0.003
H  3.24370  2.18169  -2.27443  0.000
C  1.30668  1.36958  0.73759  0.164
H  0.59104  0.68137  1.18476  0.009
H  0.91899  2.45899  0.66476  -0.002
H  2.17030  1.33869  1.41710  -0.012
C  2.52989  -2.55876  -1.55068  0.000
Si  3.07803  -0.80570  -1.72332  -0.002
C  4.71421  -0.42588  -0.90952  0.000
C  3.03567  -0.27210  -3.53435  0.000
H  3.24334  -3.10674  -0.92149  0.000
H  2.56302  -3.01000  -2.55349  0.000
H  1.52304  -2.69167  -1.13208  -0.004
H  5.35674  0.04326  -1.67039  0.000
H  4.66598  0.23402  -0.02846  0.000
H  5.14908  -1.39176  -0.61178  0.000
H  4.07244  -0.38555  -3.87959  0.000
H  2.39313  -0.95372  -4.10790  0.000
H  2.71260  0.75861  -3.73805  0.000

(4)
C24H19F6MgNO3PSi as an isolated structure. Source: OMol25; level of theory: ωB97M-V with the def2-TZVPD basis set.

## Properties
- gap between HOMO and LUMO (alpha / beta) (eV) = 5.69 / 7.29
- relative energy (zero: lowest compared OMol25 entry of this formula, charge and spin) (eV) = 4.909
- multiplicity = 2
- net charge = 0
- highest occupied orbital energy (alpha / beta) (eV) = -5.8 / -7.5
- strongest force on any atom (eV Å⁻¹) = 4.029

Each line ends with the natural charge from an NBO analysis.
CARTESIAN COORDINATES (ANGSTROEM)
Mg  -1.42451  3.50320  -0.66413  1.822
O  0.84306  1.63867  1.71751  -0.739
C  0.51900  2.57965  0.92663  1.061
O  -0.53182  3.28189  0.99470  -0.811
C  1.06175  2.36463  -1.35175  0.347
C  1.80897  1.14742  -1.73538  -0.250
C  1.12259  0.43197  -2.89161  -0.226
C  0.11221  1.11291  -3.67025  -0.315
C  -0.23255  2.37238  -3.28339  -0.002
N  -0.01947  2.90593  -2.01349  -0.867
H  2.89434  1.31550  -1.73239  0.218
H  1.82074  -0.02140  -3.54670  0.220
H  -0.49617  0.56539  -4.34722  0.222
H  -0.66651  3.06992  -4.02721  0.203
O  1.41565  2.89319  -0.09734  -0.543
Si  0.75368  -0.01309  0.97923  1.931
C  -1.04584  -0.55361  1.07157  -0.522
C  -1.23462  -1.95267  0.88124  -0.219
C  -2.54131  -2.44722  1.04126  -0.199
C  -3.66125  -1.64377  1.18263  -0.205
C  -3.42385  -0.23948  1.16146  -0.180
C  -2.16777  0.30510  1.17096  -0.213
C  1.67895  -1.04546  2.31731  -0.501
C  3.03626  -0.86132  2.59774  -0.176
C  3.66159  -1.56157  3.61854  -0.217
C  2.94541  -2.42002  4.44381  -0.205
C  1.60916  -2.59497  4.20009  -0.205
C  1.02200  -2.01656  3.05996  -0.186
C  1.48336  -0.10580  -0.80119  -0.549
C  0.65253  -0.76017  -1.94931  -0.205
C  0.99814  -2.17772  -2.20147  -0.172
C  2.14867  -2.79340  -1.72027  -0.244
C  2.99160  -2.11133  -0.83674  -0.251
C  2.78133  -0.78306  -0.58315  -0.157
H  -0.40230  -2.59725  0.70860  0.226
H  -2.63855  -3.53361  1.20844  0.213
H  -4.68263  -2.12267  1.29266  0.232
H  -4.29762  0.38112  1.02135  0.225
H  -2.06081  1.37957  1.13559  0.210
H  3.52081  -0.09689  2.03397  0.206
H  4.72656  -1.37742  3.77081  0.217
H  3.46033  -2.91226  5.28750  0.222
H  0.87547  -3.02082  4.91455  0.221
H  0.04321  -2.38488  2.74460  0.221
H  -0.41887  -0.67785  -1.81768  0.221
H  0.23840  -2.76542  -2.73871  0.211
H  2.48518  -3.76384  -2.10657  0.221
H  3.83759  -2.66628  -0.37810  0.220
H  3.60890  -0.15709  -0.26625  0.208
F  -2.73792  4.29095  -1.94450  -0.649
P  -4.14050  3.28249  -1.57046  2.584
F  -3.36201  3.26949  -0.04214  -0.639
F  -5.25520  2.28018  -0.96938  -0.555
F  -3.17269  1.91178  -1.85024  -0.589
F  -4.54396  3.32525  -3.11479  -0.542
F  -4.99872  4.57031  -1.23093  -0.545

(5)
A 2-piece molecular cluster, CH5NOS overall. Source: OMol25; level of theory: ωB97M-V with the def2-TZVPD basis set.

## Properties
- gap between HOMO and LUMO (alpha / beta) (eV) = 8.88 / 8.15
- relative energy (zero: lowest compared OMol25 entry of this formula, charge and spin) (eV) = 5.070
- multiplicity = 1
- net charge = 0
- highest occupied orbital energy (alpha / beta) (eV) = -10.2 / -9.0
- strongest force on any atom (eV Å⁻¹) = 1.136

Each line ends with the natural charge from an NBO analysis.
CARTESIAN COORDINATES (ANGSTROEM)
C  0.50551  0.77824  -0.78322  -0.800
N  -0.36877  0.11658  1.63190  -1.043
O  0.75641  -1.72872  0.19543  -0.908
S  -0.12063  -0.57886  0.29334  1.708
H  1.45903  0.45935  -1.19329  0.250
H  -0.21265  0.94672  -1.57705  0.244
H  0.60685  1.65781  -0.15983  0.255
H  -0.49184  -0.43068  2.46704  0.394
H  -2.13392  -1.22043  -0.87432  -0.100

(6)
An isolated ion of composition C3H4NO3S and charge -1. Source: OMol25; level of theory: ωB97M-V with the def2-TZVPD basis set.

## Properties
- gap between HOMO and LUMO (alpha / beta) (eV) = 7.75 / 7.75
- relative energy (zero: lowest compared OMol25 entry of this formula, charge and spin) (eV) = 2.145
- multiplicity = 1
- net charge = -1
- highest occupied orbital energy (alpha / beta) (eV) = -4.4 / -4.4
- SMILES = O=N[C@@H](CS)C(=O)[O-]
- strongest force on any atom (eV Å⁻¹) = 2.427

Each line ends with the natural charge from an NBO analysis.
CARTESIAN COORDINATES (ANGSTROEM)
O  -3.08688  -1.25529  0.16056  -0.435
N  -2.00658  -0.92558  -0.39436  0.050
C  -1.08841  -0.23323  0.33103  -0.289
C  0.30692  -0.42350  -0.20502  -0.505
S  1.51962  0.83519  0.32745  -0.130
C  -1.66148  1.44196  -0.05322  0.876
O  -1.01125  1.90879  -0.95442  -0.717
O  -2.52898  1.76227  0.70079  -0.657
H  -1.16674  -0.22361  1.42668  0.199
H  0.28574  -0.41867  -1.29482  0.231
H  0.72186  -1.37102  0.14745  0.203
H  0.87828  1.83557  -0.26147  0.172